1.
14
Properties=species:S:1:pos:R:3:forces:R:3 method="wB97M-V/def2-TZVPD" max_force_ev_per_a=0.39 spin_multiplicity=1 gap_ev=10.723 e_homo_ev=-9.691 e_tot_ev=-8370.75195 lumo_ev=1.03
O 0.449033 1.483952 -1.482616 0.0 0.2 -0.1
H 1.842585 -0.089013 -1.272503 -0.1 0.0 -0.1
O 0.391229 -1.060034 0.496932 0.1 0.0 0.0
H 0.086958 1.586767 0.592181 0.0 0.0 -0.2
H 0.049974 0.092234 2.190187 -0.1 -0.2 0.0
H 0.221619 -1.665263 2.411123 -0.1 0.1 -0.1
H -1.290828 -0.996056 1.742089 0.1 0.0 -0.1
C 0.813576 0.100847 -1.603722 0.1 -0.3 -0.2
H -1.100185 -0.804735 -0.910599 0.1 0.1 0.1
C -0.196076 -0.890711 1.763997 -0.1 0.0 0.3
H 0.667335 -0.278828 -2.620386 0.0 0.1 0.1
C -0.364000 1.210172 -0.335422 -0.2 0.1 0.3
H -1.375665 1.619015 -0.443229 0.2 -0.1 0.0
C -0.195555 -0.308345 -0.528032 -0.1 0.1 -0.2

---

2.
14
Properties=species:S:1:pos:R:3:forces:R:3 method="wB97M-V/def2-TZVPD" max_force_ev_per_a=0.43 spin_multiplicity=1 gap_ev=11.124 e_homo_ev=-9.992 e_tot_ev=-8372.05681 lumo_ev=1.13
O -0.237940 1.033377 -0.428662 -0.1 0.0 -0.1
C 1.592370 -0.083991 0.416597 0.3 0.1 0.0
C -1.988421 -0.414992 0.438438 0.0 0.0 0.0
H 1.638624 1.846784 -0.694218 -0.1 -0.1 0.1
H -0.525409 -0.883937 -1.058221 0.0 0.1 0.2
H 1.989603 0.444712 1.289398 -0.1 -0.1 -0.1
H 2.342574 -0.806546 0.073796 -0.1 0.1 0.0
C 1.142067 0.876936 -0.697445 0.3 0.0 -0.1
C -0.599394 -0.288461 -0.123796 -0.3 -0.2 -0.2
H 1.263103 0.401311 -1.685431 0.1 0.2 0.2
H -2.096774 0.089011 1.401646 0.1 0.0 -0.1
H -2.209310 -1.478486 0.563917 0.0 0.2 0.0
H -2.696552 0.008359 -0.279069 0.1 -0.1 0.1
O 0.385461 -0.744075 0.783050 0.0 -0.1 0.0

---

3.
14
Properties=species:S:1:pos:R:3:forces:R:3 method="wB97M-V/def2-TZVPD" max_force_ev_per_a=0.48 spin_multiplicity=1 gap_ev=10.789 e_homo_ev=-9.934 e_tot_ev=-8372.52314 lumo_ev=0.85
H -0.403298 0.777282 -1.375301 0.0 -0.1 0.1
H 1.777702 1.388840 0.341199 0.0 0.2 -0.1
H -1.552343 0.223638 -0.156230 0.2 0.0 0.0
H -0.788308 2.511877 0.387471 0.1 -0.1 0.0
C -0.223103 -2.078831 -0.328056 0.0 -0.1 0.0
C -0.500891 0.492698 -0.318018 0.0 0.0 0.0
O 1.543927 -0.598075 0.266838 -0.5 -0.1 -0.1
H -0.721995 -2.118481 -1.302808 0.1 0.0 0.1
H 0.546837 -2.849589 -0.265007 -0.1 0.1 0.0
C -0.092931 1.683005 0.554046 -0.4 -0.1 0.0
O 1.191586 2.156077 0.240309 0.2 -0.1 0.0
C 0.385989 -0.718367 -0.093904 0.2 0.0 0.1
H -0.173372 1.395519 1.615804 0.1 0.1 -0.1
H -0.989801 -2.265593 0.433658 0.1 0.0 -0.1

---

4.
14
Properties=species:S:1:pos:R:3:forces:R:3 method="wB97M-V/def2-TZVPD" max_force_ev_per_a=0.37 spin_multiplicity=1 gap_ev=9.377 e_homo_ev=-8.474 e_tot_ev=-8368.26103 lumo_ev=0.90
H 1.782997 0.275147 1.231911 0.1 0.0 -0.2
H -0.563381 0.234679 -1.653182 0.0 -0.1 0.1
H -0.095715 -1.530674 0.852898 0.0 0.0 -0.2
C 2.461900 0.313976 0.335381 0.0 0.3 0.1
H 1.156195 -1.222982 -0.375447 -0.4 -0.1 0.0
H -2.590735 1.023848 -0.403356 0.1 -0.1 0.1
O 2.022479 1.278419 -0.429460 0.1 0.0 0.2
H 1.200549 1.698050 -0.099234 0.1 0.0 0.0
C 0.071327 -1.313176 -0.206802 0.0 0.0 0.1
O -0.577325 1.050244 0.290484 0.1 0.2 0.1
H -0.272835 -2.161897 -0.803360 0.0 0.1 0.1
C -1.842364 0.423532 0.112017 -0.3 -0.1 0.0
H -2.202633 -0.130875 0.978020 0.1 0.1 -0.1
C -0.663300 -0.062357 -0.608421 0.0 -0.3 -0.2

---

5.
14
Properties=species:S:1:pos:R:3:forces:R:3 method="wB97M-V/def2-TZVPD" max_force_ev_per_a=0.70 spin_multiplicity=1 gap_ev=9.826 e_homo_ev=-9.055 e_tot_ev=-8371.12435 lumo_ev=0.77
H 1.403425 -1.136924 -1.610225 0.0 0.1 0.5
H -0.318550 2.455160 0.174778 0.2 -0.3 0.0
H 2.041885 -0.081914 0.501091 -0.1 0.1 0.2
H 0.316360 -0.261908 2.295830 -0.1 0.0 -0.2
H -0.705927 -1.395181 1.285096 0.3 -0.1 -0.1
H -0.690671 -0.747467 -1.265028 -0.6 0.3 -0.1
C 0.009180 -0.578101 1.300833 0.0 -0.2 0.1
H -2.102562 0.171967 -0.690520 0.0 0.2 0.0
O 1.084309 -1.461916 -0.753025 0.3 0.0 0.1
H -0.818663 0.954145 -1.688739 -0.2 0.0 0.1
C 1.055181 -0.433727 0.219151 0.2 0.1 0.2
C -0.154681 0.499538 0.289777 0.0 -0.5 -0.2
O -0.085888 1.791621 0.839105 0.1 0.1 -0.4
C -1.033397 0.224710 -0.898124 -0.1 0.1 0.0

---

6.
14
Properties=species:S:1:pos:R:3:forces:R:3 method="wB97M-V/def2-TZVPD" max_force_ev_per_a=0.71 spin_multiplicity=1 gap_ev=8.642 e_homo_ev=-8.317 e_tot_ev=-8367.91778 lumo_ev=0.33
C -0.202695 -0.119865 0.589557 0.1 0.0 0.2
H 0.167980 0.920628 0.497508 0.1 -0.3 -0.1
H 1.570885 -0.650282 -1.218919 0.3 0.4 -0.3
H 3.279270 -0.346681 -0.842902 -0.1 0.2 0.1
C 0.841035 -1.214679 0.866738 0.1 0.3 0.6
C -2.321467 0.334720 -0.209264 -0.3 0.1 0.0
H 2.056300 0.959366 -0.572895 0.1 -0.2 0.1
H -2.121429 1.418079 -0.197386 0.0 -0.2 0.0
C 2.255580 -0.115127 -0.553919 0.0 0.1 -0.5
H -0.656522 -0.205786 1.595799 -0.2 0.3 0.0
H -2.999184 0.105581 -1.032976 0.1 0.0 0.1
H -2.799972 0.061521 0.742263 0.0 0.0 -0.1
O -1.141524 -0.412277 -0.404144 0.1 -0.1 0.1
O 2.071747 -0.735194 0.740538 -0.5 -0.5 -0.1

---

7.
14
Properties=species:S:1:pos:R:3:forces:R:3 method="wB97M-V/def2-TZVPD" max_force_ev_per_a=0.53 spin_multiplicity=1 gap_ev=10.951 e_homo_ev=-9.970 e_tot_ev=-8372.49216 lumo_ev=0.98
C 0.972606 -0.194928 -0.095970 0.1 -0.5 -0.1
H 2.946498 -0.079475 -0.842164 -0.1 0.1 0.1
C -1.307796 0.721466 -0.334260 0.1 0.0 -0.1
C 2.431806 0.142368 0.098722 0.0 0.1 0.0
H -1.520184 0.788290 -1.406914 0.2 -0.1 0.2
O 0.646827 -1.358784 -0.176380 0.3 0.3 -0.3
C -1.928503 -0.530167 0.287120 0.1 -0.1 0.1
H 2.635757 1.170057 0.395281 -0.1 -0.1 -0.1
H -2.635572 -1.012282 -0.394755 0.0 0.3 0.1
H -2.412479 -0.345706 1.248561 0.0 0.1 -0.2
O 0.150205 0.861507 -0.179355 0.0 -0.2 0.2
H 2.820934 -0.560213 0.841930 -0.1 0.2 -0.1
H -1.679628 1.637015 0.133913 0.1 -0.2 -0.1
H -1.120470 -1.239150 0.424268 -0.5 -0.1 0.2

---

8.
14
Properties=species:S:1:pos:R:3:forces:R:3 method="wB97M-V/def2-TZVPD" max_force_ev_per_a=3.29 spin_multiplicity=1 gap_ev=10.057 e_homo_ev=-9.239 e_tot_ev=-8370.06474 lumo_ev=0.82
C 0.412966 1.178124 0.398859 0.4 0.0 0.1
H 0.843632 1.534163 -0.554306 0.0 0.1 0.2
H -2.292260 0.398095 -1.515055 1.5 0.6 1.8
C 1.093411 -1.158030 -0.202155 -0.5 0.3 -0.2
H -1.408610 1.647800 0.370823 0.0 0.5 0.3
H 1.855470 -1.114544 0.601872 -0.6 0.2 -0.2
C -1.431132 -0.154812 -0.929351 2.3 -2.4 -0.2
H 1.603843 -0.848121 -1.120872 -0.2 0.0 0.1
O -0.640135 1.987322 0.851699 -0.3 0.3 -0.1
H 0.810216 -2.208855 -0.304118 -0.2 0.3 0.0
O -1.334900 -1.282070 -1.331565 -1.7 -1.4 -1.6
H 1.208176 1.173419 1.146463 0.0 0.2 0.1
C -0.088345 -0.206377 0.176358 -0.8 0.9 -0.2
H -0.589562 -0.630077 1.055472 0.1 0.4 0.0